Record 1
# CHNO2S

The molecule CHNO2S in a non-equilibrium geometry (ωB97M-V/def2-TZVPD, the Open Molecules 2025 dataset).

Properties
LUMO energy = -1.127 eV
M = 91.09 g mol⁻¹
Energy relative to the best compared isomer or geometry (same formula, charge and spin) = 104.60 kcal/mol
Kohn-Sham gap = 0.3058 Ha

Bonds (Å) are listed after each position.
CARTESIAN COORDINATES (ANGSTROEM)
1 C -1.779 -0.470 -0.983  S5 1.487, H6 1.118
2 N 1.678 -0.081 0.688  O3 1.208, O4 1.251
3 O 2.528 0.680 1.084  N2 1.208
4 O 0.513 0.374 0.672  N2 1.251, S5 1.960
5 S -0.607 -0.967 -0.215  C1 1.487, O4 1.960
6 H -2.333 0.465 -1.246  C1 1.118


Record 2
# CHNO3

The molecule CHNO3 in a non-equilibrium geometry (ωB97M-V/def2-TZVPD, the Open Molecules 2025 dataset).

Properties
LUMO energy = 0.709 eV
M = 75.02 g mol⁻¹
Energy relative to the best compared isomer or geometry (same formula, charge and spin) = 60.27 kcal/mol
Kohn-Sham gap = 0.4087 Ha

Bonds (Å) are listed after each position.
CARTESIAN COORDINATES (ANGSTROEM)
1 O -0.941 -0.330 2.409  C2 1.172
2 C -0.923 0.325 1.437  O1 1.172, N3 1.484, O5 1.367
3 N -0.589 0.087 0.011  C2 1.484, O4 1.432, H6 1.012
4 O -0.877 1.475 -0.189  N3 1.432, O5 1.405
5 O -1.302 1.605 1.144  C2 1.367, O4 1.405
6 H 0.316 -0.207 -0.333  N3 1.012


Record 3
# CHNO3S

A cluster of 3 separate species, CHNO3S in total in a non-equilibrium geometry (ωB97M-V/def2-TZVPD, the Open Molecules 2025 dataset).

Properties
LUMO energy = 5.510 eV
Net charge = -2
M = 107.09 g mol⁻¹
Energy relative to the best compared isomer or geometry (same formula, charge and spin) = 40.70 kcal/mol
Kohn-Sham gap = 0.2412 Ha

Bonds (Å) are listed after each position.
CARTESIAN COORDINATES (ANGSTROEM)
1 C -4.770 0.011 0.886  O5 1.206
2 N 5.914 0.458 0.106  O3 1.254, O4 1.270
3 O 5.416 1.528 0.528  N2 1.254
4 O 5.589 0.094 -1.067  N2 1.270
5 O -4.732 1.216 0.943  C1 1.206
6 S -3.871 -1.951 -1.194  H7 1.201
7 H -3.546 -1.356 -0.202  S6 1.201


Record 4
# CHNO3S

A cluster of 2 separate species, CHNO3S in total in a non-equilibrium geometry (ωB97M-V/def2-TZVPD, the Open Molecules 2025 dataset).

Properties
LUMO energy = -1.270 eV
M = 107.09 g mol⁻¹
Energy relative to the best compared isomer or geometry (same formula, charge and spin) = 77.28 kcal/mol
Kohn-Sham gap = 0.3278 Ha

Bonds (Å) are listed after each position.
CARTESIAN COORDINATES (ANGSTROEM)
1 C -0.764 0.180 0.066  N2 1.174, H7 1.038
2 N -1.143 1.220 -0.323  C1 1.174, O5 1.195
3 O -3.468 -0.758 -0.433  S6 1.429
4 O -5.016 0.031 1.215  S6 1.443
5 O -1.724 2.102 -0.884  N2 1.195
6 S -4.724 -0.120 -0.190  O3 1.429, O4 1.443
7 H -0.603 -0.301 0.971  C1 1.038


| no. | HOMO level (eV) |
| --- | --- |
| 1 | -9.4 |
| 2 | -10.4 |
| 3 | -1.1 |
| 4 | -10.2 |